{
  "formula": "C35H89N3O11",
  "method": "wB97M-V/def2-TZVPD",
  "charge": -1,
  "homo_ev": [0.20, -6.29],
  "relative_energy_kcal_mol": 29.4,
  "e_tot_ev": -64722.548,
  "s2": 0.7504,
  "spin_multiplicity": 2,
  "gap_ev": [1.5, 8.0],
  "elements": ["C", "C", "O", "H", "H", "H", "H", "H", "H", "C", "C", "O", "H", "H", "H", "H", "H", "H", "C", "C", "O", "H", "H", "H", "H", "H", "H", "C", "C", "O", "H", "H", "H", "H", "H", "H", "O", "H", "H", "O", "H", "H", "O", "H", "H", "O", "H", "H", "C", "C", "C", "C", "C", "C", "N", "O", "C", "C", "C", "H", "H", "H", "H", "H", "H", "H", "H", "H", "H", "H", "H", "H", "H", "H", "H", "H", "H", "H", "C", "C", "C", "C", "C", "C", "N", "O", "C", "C", "C", "H", "H", "H", "H", "H", "H", "H", "H", "H", "H", "H", "H", "H", "H", "H", "H", "H", "H", "H", "C", "C", "C", "C", "C", "C", "N", "O", "C", "C", "C", "H", "H", "H", "H", "H", "H", "H", "H", "H", "H", "H", "H", "H", "H", "H", "H", "H", "H", "H"],
  "coordinates": [[3.3879, -2.1181, 1.3017], [2.8751, -1.5154, 0.0158], [3.5896, -0.3242, -0.3292], [4.4434, -1.9346, 1.5027], [3.1885, -3.1872, 1.3748], [2.7536, -1.6685, 2.0656], [1.8134, -1.3693, 0.2146], [3.1187, -2.1822, -0.8113], [3.2581, 0.3718, 0.2429], [-0.0614, 1.4368, -3.3397], [-0.9535, 1.1248, -4.5244], [-0.3416, 1.7974, -5.7018], [-0.5212, 1.2714, -2.3654], [0.1297, 2.5093, -3.3037], [0.7634, 0.7508, -3.1471], [-1.9365, 1.5588, -4.3414], [-1.2251, 0.0792, -4.6697], [-0.1664, 2.6463, -5.2892], [-1.8689, -0.4945, 0.2101], [-1.2929, -1.7512, -0.4309], [-2.4585, -2.4508, -0.7448], [-2.4623, -0.8246, 1.0627], [-2.5844, 0.0874, -0.3710], [-1.0679, 0.0427, 0.7179], [-0.6979, -2.3407, 0.2667], [-0.7347, -1.4472, -1.3164], [-2.2277, -3.3774, -0.8433], [0.5429, -4.1358, 2.8791], [-0.5996, -4.1351, 3.9205], [0.0216, -4.1308, 5.1953], [1.4935, -4.3466, 3.3690], [0.6741, -3.2943, 2.1989], [0.4769, -5.0080, 2.2286], [-1.0632, -5.1215, 3.9068], [-1.3748, -3.3781, 3.8016], [0.0126, -4.9947, 5.6138], [-3.5643, -2.8499, 1.8485], [-4.3271, -3.3695, 1.5946], [-3.2177, -2.5129, 1.0224], [-2.1259, -5.1569, -0.8482], [-2.9810, -5.4783, -1.1340], [-1.5635, -5.9315, -0.8564], [-4.7991, 1.3064, -1.6518], [-4.7413, 1.8387, -2.4452], [-5.1710, 1.8947, -0.9946], [-3.9482, -1.1366, -2.6055], [-4.1287, -0.3120, -2.1543], [-3.5111, -1.6788, -1.9488], [2.5207, -3.5292, -7.9172], [2.7358, -4.0752, -6.4993], [3.6775, -3.1949, -5.7435], [3.8154, -3.3898, -4.2557], [2.4374, -3.2344, -3.5571], [1.3667, -4.0385, -4.2785], [1.4712, -3.9276, -5.8106], [0.4931, -4.7820, -6.3240], [1.3501, -5.5522, -3.7932], [0.0421, -3.3044, -3.8547], [3.3298, -5.5018, -6.6464], [3.4608, -3.3848, -8.4495], [2.0188, -2.5619, -7.9413], [1.8724, -4.1440, -8.5415], [4.6543, -3.2734, -6.2208], [3.3793, -2.1618, -5.9223], [4.4761, -2.6229, -3.8514], [4.2724, -4.3317, -3.9523], [2.1188, -2.1920, -3.5630], [2.5011, -3.4586, -2.4923], [2.2875, -6.0553, -3.5562], [0.8390, -5.5559, -2.8304], [0.6830, -6.2093, -4.3512], [-0.0631, -2.3217, -4.3142], [-0.8680, -3.8437, -4.1172], [-0.2243, -3.1967, -2.8032], [2.6727, -6.1056, -7.2722], [3.2410, -6.0808, -5.7271], [4.3609, -5.5826, -6.9906], [-0.1071, -4.3194, -6.9134], [0.4183, -0.9072, 5.0944], [-0.0811, 0.6183, 5.0860], [-0.9534, 0.6630, 3.7810], [-2.0387, 1.8169, 3.8156], [-2.8029, 1.8786, 5.2032], [-1.8305, 1.8844, 6.4579], [-0.8839, 0.7969, 6.3415], [-0.0877, 0.5685, 7.4784], [-1.2812, 3.2600, 6.6268], [-2.6054, 1.4855, 7.6838], [1.1414, 1.5312, 5.0582], [0.9929, -1.1272, 4.1946], [-0.3306, -1.6668, 5.3187], [1.1459, -0.9850, 5.9023], [-0.3630, 0.9891, 2.9247], [-1.4455, -0.2956, 3.6164], [-2.9203, 1.7457, 3.1785], [-1.6099, 2.8094, 3.6770], [-3.5379, 1.0803, 5.3067], [-3.2800, 2.8583, 5.2266], [-0.6512, 3.3233, 7.5140], [-0.5592, 3.4835, 5.8413], [-2.0292, 4.0398, 6.7698], [-3.4348, 2.1791, 7.8226], [-3.0437, 0.5282, 7.4020], [-1.9924, 1.3777, 8.5786], [1.7549, 1.3175, 4.1830], [1.9348, 1.4662, 5.8027], [0.9369, 2.5811, 4.8482], [-0.5940, -0.1317, 7.8967], [-1.6997, 3.2368, 0.1345], [-1.0083, 4.5056, 0.5261], [0.1443, 4.1981, 1.5299], [1.2217, 5.2683, 1.6689], [1.8339, 5.5027, 0.2016], [0.8065, 5.8837, -0.7823], [-0.4540, 4.9959, -0.7482], [-1.3595, 5.1735, -1.6609], [0.5566, 7.3786, -0.7166], [1.5027, 5.6800, -2.2448], [-2.0467, 5.5250, 1.2202], [-0.9913, 2.6269, -0.4261], [-2.0697, 2.7536, 1.0388], [-2.5565, 3.5618, -0.4557], [-0.3326, 4.2424, 2.5091], [0.6085, 3.2774, 1.1765], [0.9192, 6.2135, 2.1198], [1.9649, 5.0246, 2.4281], [2.4193, 4.5943, 0.0594], [2.6216, 6.2561, 0.1928], [1.4415, 8.0017, -0.5878], [-0.0522, 7.6184, 0.1551], [-0.0326, 7.6465, -1.5937], [0.7829, 5.5130, -3.0461], [2.0419, 4.7410, -2.3696], [2.1635, 6.4655, -2.6113], [-2.5334, 5.1107, 2.1032], [-1.6765, 6.5214, 1.4614], [-2.9000, 5.7573, 0.5830], [-0.9258, 4.7292, -2.3931]],
  "forces_ev_per_a": [[-0.43, -0.01, 0.71], [1.33, -0.54, -0.17], [-0.61, 0.18, 0.17], [-0.06, 0.07, -0.15], [0.03, -0.08, -0.19], [0.47, 0.02, 0.63], [-0.21, 0.17, -0.94], [-0.65, 0.00, -0.08], [0.11, 0.22, 0.05], [-0.65, -0.93, 1.35], [0.07, 0.92, -0.24], [-0.97, -1.20, 1.19], [-1.03, 0.01, -0.02], [0.76, -0.02, -0.18], [0.75, 0.54, -1.01], [-0.11, 0.40, -0.07], [0.88, -0.07, -0.44], [0.28, 0.31, -0.54], [0.59, -0.41, 1.72], [-0.97, 1.60, 0.13], [-0.34, -0.49, -0.42], [-0.11, -0.05, 0.13], [0.66, 0.13, -0.47], [0.02, 0.77, -0.48], [0.31, 0.17, 0.01], [0.32, -0.40, -0.19], [-0.04, -1.22, -0.24], [-0.03, -0.67, -0.57], [1.03, -1.68, -0.40], [0.19, 1.17, 1.46], [-0.01, 0.50, 0.37], [-0.27, 0.29, 0.33], [-0.48, 0.00, -0.27], [-0.57, 0.19, -0.76], [0.28, 0.16, 0.14], [-0.22, 0.04, -0.35], [-0.12, 0.15, 0.92], [-0.11, -0.24, -0.10], [0.10, -0.15, -0.68], [0.10, 1.20, 0.21], [-0.76, -0.41, -0.24], [0.65, -0.74, 0.02], [-0.02, 0.22, 0.11], [0.05, 0.09, -0.32], [-0.08, 0.05, 0.29], [-0.21, 0.20, -0.85], [-0.22, 0.12, 0.16], [0.38, -0.49, 0.35], [-0.10, 0.48, -0.45], [0.09, -0.73, -0.53], [1.16, 1.01, -0.32], [-0.69, 0.19, 1.14], [1.14, 0.10, -1.01], [-0.95, -0.87, 0.24], [-0.77, 0.85, 1.81], [-0.16, -1.42, -0.26], [-0.96, 0.87, 0.72], [-1.09, -0.95, -0.69], [-1.25, -0.83, 0.68], [0.18, -0.22, 0.03], [0.09, 0.23, 0.50], [0.18, -0.47, 0.18], [0.21, -0.09, -0.04], [-0.18, 0.21, 0.09], [0.15, 0.10, -0.08], [-0.07, -0.29, -0.31], [0.22, 0.25, -0.32], [-0.17, -0.54, -0.10], [0.34, 0.32, -0.57], [0.00, 0.26, 0.32], [0.35, 0.20, -0.55], [0.39, 0.05, -0.13], [0.09, -0.34, -0.73], [1.18, -0.04, 0.45], [0.12, 0.18, -0.54], [0.34, 0.33, 0.43], [-0.09, 0.42, -0.14], [0.19, 0.70, 0.16], [0.79, 1.52, 0.94], [0.17, -2.17, 0.49], [-1.39, 2.50, 0.63], [-0.84, -0.59, 2.42], [2.00, 0.13, 0.27], [-0.88, -0.41, -0.26], [0.00, -0.86, -2.90], [0.09, 0.48, 0.00], [1.67, 0.82, 0.45], [-1.32, -0.07, -0.20], [0.96, 0.49, -1.61], [-0.34, -0.06, -0.25], [-0.26, 0.35, -0.39], [0.09, -0.10, 0.11], [0.53, -0.77, 0.00], [0.16, 0.06, -0.04], [0.61, -0.42, -0.92], [0.29, -0.12, -0.20], [0.06, -0.05, -0.11], [-0.46, -0.15, 0.09], [0.01, -0.23, 0.33], [-0.47, 0.43, -0.32], [-0.14, -0.09, -0.41], [0.00, 0.11, 0.40], [-0.13, -0.23, 0.48], [-0.16, 0.28, -0.08], [-0.15, -0.53, -0.52], [-0.79, -0.20, 0.82], [-0.39, 0.13, 0.48], [0.29, -0.25, 0.24], [-0.78, 0.23, 0.70], [0.36, 1.97, 0.56], [-0.51, 1.54, -0.18], [0.76, 1.03, -1.71], [0.80, -0.96, 3.59], [-0.29, -0.36, -3.40], [5.75, -0.20, 4.99], [-2.31, 1.32, -3.51], [-1.37, 0.25, 0.62], [-0.85, -1.06, 0.26], [0.01, -0.42, -0.83], [-0.33, -0.22, 0.05], [0.02, -0.39, -0.11], [-0.01, -0.63, -0.24], [-0.06, -1.27, 0.08], [-0.05, -0.30, 0.65], [-0.94, 0.21, -0.41], [0.41, -0.78, -0.42], [-0.49, -0.39, -0.81], [-0.15, 0.32, 0.16], [0.20, -0.27, -0.51], [-0.21, -0.02, 0.11], [0.14, 0.38, 0.00], [-0.58, 0.65, 0.01], [0.38, -0.13, 0.79], [-0.12, 0.28, 0.53], [0.40, -0.26, 0.24], [0.61, -0.21, 0.17], [0.07, -0.27, -0.55], [-0.84, -0.13, -0.80]]
}


{
  "formula": "C41H33BrN9O2SSn",
  "method": "wB97M-V/def2-TZVPD",
  "charge": 3,
  "homo_ev": -14.81,
  "e_tot_ev": -147245.301,
  "gap_ev": 6.4,
  "elements": ["Sn", "N", "C", "C", "N", "C", "C", "N", "C", "C", "N", "H", "H", "H", "H", "H", "H", "C", "C", "C", "C", "N", "C", "C", "C", "C", "C", "C", "C", "H", "H", "H", "H", "H", "H", "H", "H", "C", "O", "C", "C", "C", "Br", "C", "C", "C", "O", "C", "N", "C", "C", "C", "C", "C", "C", "N", "H", "H", "H", "H", "H", "H", "H", "H", "H", "H", "H", "S", "C", "C", "C", "N", "C", "C", "C", "C", "C", "N", "C", "C", "H", "H", "H", "H", "H", "H", "H", "H"],
  "coordinates": [[0.1852, -0.0723, 0.3255], [-1.7250, 1.0602, 3.9504], [-2.2929, 2.0854, 3.2245], [-1.8395, 1.9488, 1.9563], [-0.9926, 0.8483, 1.9036], [-0.9545, 0.3372, 3.1378], [-0.1688, -0.8613, 3.3683], [0.3567, -1.4190, 2.2967], [1.0533, -2.5209, 2.7241], [0.9264, -2.6169, 4.0797], [0.1476, -1.5559, 4.4747], [-1.8810, 0.8999, 4.9359], [-2.9639, 2.8017, 3.6673], [-2.0600, 2.5577, 1.1000], [1.5899, -3.1623, 2.0442], [1.3120, -3.3339, 4.7846], [-0.1000, -1.3491, 5.4313], [3.4028, 2.2579, 2.5496], [4.5371, 1.5179, 2.2227], [4.4138, 0.3845, 1.4440], [3.1530, -0.0098, 1.0028], [2.0735, 0.7308, 1.2963], [2.1931, 1.8385, 2.0539], [2.8984, -1.2125, 0.1794], [3.8867, -2.1707, -0.0421], [3.6204, -3.2913, -0.8118], [2.3643, -3.4671, -1.3707], [1.3626, -2.5266, -1.1490], [1.6329, -1.4093, -0.3702], [3.4643, 3.1441, 3.1649], [5.5129, 1.8339, 2.5680], [5.2907, -0.1788, 1.1633], [1.2824, 2.3927, 2.2519], [4.8710, -2.0545, 0.3907], [4.3977, -4.0247, -0.9781], [2.1587, -4.3352, -1.9835], [0.3925, -2.6928, -1.5915], [0.0307, -0.0868, -3.3478], [-0.6115, -0.5371, -2.1376], [-1.5772, -1.5115, -2.2702], [-2.0788, -2.0018, -3.4599], [-3.0598, -2.9942, -3.4076], [-3.7636, -3.6500, -5.0129], [-3.5098, -3.5008, -2.2006], [-2.9719, -3.0278, -1.0059], [-2.0202, -2.0295, -1.0717], [-1.5012, -1.4525, 0.1159], [-3.4369, -3.5415, 0.2928], [-4.6715, -3.7935, 0.5777], [-4.6578, -4.2573, 1.8906], [-5.7204, -4.6878, 2.6854], [-5.4230, -5.1385, 3.9529], [-4.1000, -5.1720, 4.4297], [-3.0384, -4.7423, 3.6589], [-3.3529, -4.2721, 2.3872], [-2.5663, -3.7674, 1.3544], [-0.6943, 0.4081, -3.9925], [0.4857, -0.9334, -3.8596], [0.8058, 0.6142, -3.0488], [-1.7492, -1.6309, -4.4181], [-4.2772, -4.2614, -2.1622], [-2.0889, -1.7065, 0.8557], [-6.7332, -4.6729, 2.3067], [-6.2187, -5.4896, 4.5953], [-3.9120, -5.5582, 5.4225], [-2.0187, -4.8053, 4.0187], [-1.5666, -3.8651, 1.2851], [-0.9041, 5.7292, -2.9019], [-0.5557, 4.2219, -2.0537], [-1.5602, 3.2599, -1.8985], [-1.2903, 2.0970, -1.2217], [-0.0761, 1.8342, -0.6794], [0.9001, 2.7561, -0.8303], [0.6916, 3.9429, -1.4917], [0.4327, 5.6682, -4.0963], [1.6704, 6.2277, -3.8198], [2.6658, 6.1003, -4.7812], [2.4902, 5.4828, -5.9457], [1.2823, 4.9922, -6.2081], [0.2152, 5.0546, -5.3191], [-2.5422, 3.4207, -2.3234], [-2.0526, 1.3367, -1.1117], [1.8704, 2.5184, -0.4243], [1.5038, 4.6513, -1.5756], [1.8521, 6.7797, -2.9071], [3.6484, 6.5235, -4.6070], [1.1563, 4.5227, -7.1768], [-0.7538, 4.6532, -5.5838]],
  "forces_ev_per_a": [[1.24, -0.14, 0.29], [0.00, 0.08, 0.05], [-0.02, -0.02, 0.02], [0.12, -0.09, 0.02], [-0.37, 0.11, 0.26], [0.04, -0.09, -0.05], [-0.14, 0.05, -0.10], [-0.04, -0.03, 0.13], [-0.06, 0.03, -0.02], [-0.02, -0.02, 0.04], [0.06, -0.02, -0.05], [-0.01, -0.02, -0.01], [0.01, -0.01, 0.00], [0.01, 0.02, -0.01], [0.01, 0.02, 0.00], [0.00, 0.01, 0.00], [-0.03, -0.01, 0.00], [0.02, 0.02, 0.03], [0.04, 0.02, 0.01], [-0.05, -0.02, -0.01], [0.01, 0.04, -0.08], [-0.23, 0.47, 0.25], [-0.03, -0.14, 0.02], [0.11, -0.17, -0.05], [0.08, 0.09, 0.03], [0.03, 0.01, 0.01], [-0.09, -0.01, -0.05], [0.28, -0.07, 0.09], [-0.03, -0.20, -0.42], [0.00, 0.01, -0.02], [0.00, -0.01, 0.01], [0.00, -0.02, 0.04], [0.00, -0.01, -0.02], [0.00, -0.02, -0.03], [0.00, 0.00, 0.00], [0.01, 0.00, 0.02], [0.00, -0.03, 0.03], [-0.03, -0.05, 0.09], [-0.21, 0.10, -0.17], [0.23, 0.16, -0.08], [-0.12, -0.05, 0.04], [0.04, 0.06, 0.03], [-0.02, -0.02, -0.04], [0.00, -0.03, 0.03], [-0.03, 0.01, 0.08], [-0.25, -0.07, 0.07], [-0.42, 0.14, -0.23], [-0.06, -0.07, -0.17], [0.06, 0.01, 0.09], [-0.08, -0.02, -0.04], [-0.01, 0.02, 0.00], [0.04, 0.00, 0.02], [-0.05, -0.01, 0.02], [0.00, 0.05, -0.04], [0.05, -0.08, 0.02], [0.01, 0.37, 0.15], [0.01, 0.01, -0.02], [0.00, 0.00, -0.03], [-0.02, 0.00, 0.02], [0.05, 0.01, -0.01], [0.02, -0.01, -0.01], [0.13, -0.10, 0.12], [0.01, -0.01, 0.00], [0.01, 0.00, 0.00], [0.00, -0.01, -0.01], [0.00, 0.01, 0.00], [-0.01, -0.24, -0.10], [-0.06, -0.25, -0.10], [-0.03, 0.18, -0.09], [-0.13, 0.03, 0.13], [0.12, 0.11, 0.04], [-0.38, 0.03, -0.26], [-0.07, -0.05, -0.14], [0.14, -0.10, -0.06], [0.15, 0.06, 0.17], [-0.04, 0.07, -0.02], [0.09, 0.03, -0.06], [-0.13, 0.01, 0.11], [0.05, -0.02, -0.06], [-0.02, -0.01, 0.03], [0.00, -0.02, 0.00], [-0.02, -0.03, -0.02], [0.04, -0.02, 0.06], [0.02, -0.03, -0.03], [0.01, -0.02, 0.01], [0.00, 0.00, 0.01], [-0.01, 0.00, 0.00], [0.01, -0.02, 0.00]]
}


{
  "formula": "C2Br3ClO",
  "method": "wB97M-V/def2-TZVPD",
  "homo_ev": -10.61,
  "relative_energy_kcal_mol": 5.2,
  "e_tot_ev": -226770.219,
  "gap_ev": 9.4,
  "elements": ["O", "Cl", "Br", "Br", "Br", "C", "C"],
  "coordinates": [[0.5180, 1.8467, 0.0230], [-1.0623, 0.9994, -1.8837], [-1.5010, -1.6656, 0.3655], [1.5510, -1.3962, -0.7186], [0.5775, -0.1822, 2.2434], [-0.1495, 0.8612, -0.3672], [0.0663, -0.4633, 0.3376]],
  "forces_ev_per_a": [[-3.00, -3.69, -1.49], [0.31, -0.58, 1.11], [0.63, 0.71, -0.26], [-1.10, 0.85, 0.88], [-0.10, -0.10, -1.36], [3.29, 4.45, 0.74], [-0.03, -1.63, 0.39]]
}